(1)
The following is a DFT calculation (ωB97M-V with the def2-TZVPD basis set) of an isolated ion of composition C17H17F3N3O5 and charge -1 at a distorted geometry.

```
! RIJCOSX wB97M-V def2-TZVPD def2/J DEFGRID3
* xyz -1 1
F -4.786 2.409 1.788
F -3.506 4.009 2.619
F -3.665 3.788 0.419
O -1.669 -1.172 2.380
O 2.037 -3.700 3.182
O 2.476 -0.395 0.140
O -1.380 2.737 2.498
O 1.411 1.781 -4.770
N 2.083 -2.256 1.390
N -1.888 1.039 0.877
N 0.293 -2.186 2.920
C 2.234 0.854 -5.523
C -0.420 -2.811 4.005
C 1.651 -1.012 0.821
C -2.119 2.164 1.689
C -3.080 0.492 0.170
C -0.453 -1.282 2.112
C 0.337 -0.235 -1.859
C -0.058 0.797 -1.010
C 0.223 2.362 -2.846
C -0.140 2.081 -1.534
C 3.429 -2.722 1.150
C 0.233 -0.597 1.053
C 1.507 -2.778 2.549
C 0.765 1.335 -3.651
C -0.367 0.693 0.527
C -3.584 3.085 1.614
C 0.691 0.001 -3.194
H -3.855 1.276 0.363
H 3.446 -3.804 1.277
H -0.456 2.914 -0.894
H 4.105 -2.285 1.895
H 0.283 -3.461 4.521
H -3.361 -0.534 0.529
H 0.425 -1.262 -1.518
H 0.060 1.554 1.151
H 3.001 0.389 -4.879
H -2.999 0.453 -0.939
H 1.596 0.079 -5.980
H 0.940 -0.817 -3.873
H 0.185 3.377 -3.258
H -0.800 -2.017 4.651
H 3.721 -2.424 0.148
H -1.256 -3.387 3.589
H 2.709 1.470 -6.296
*
```

Calculated values
ΔE to the lowest compared entry with this formula, charge and spin: 0.00 kcal/mol
Structure (SMILES): COc1ccc([C@H](c2c([O-])n(C)c(=O)n(C)c2=O)N(C)C(=O)C(F)(F)F)cc1

---

(2)
The following is a DFT calculation (ωB97M-V with the def2-TZVPD basis set) of an isolated molecule of CH6N4 at a distorted geometry.

```
! RIJCOSX wB97M-V def2-TZVPD def2/J DEFGRID3
* xyz 0 1
N 0.633 0.279 0.471
N 0.166 0.811 1.522
N 0.521 -0.631 -1.711
N -1.401 -0.307 -0.327
C -0.142 -0.228 -0.487
H 1.479 0.090 -2.008
H -1.656 -0.552 0.877
H 1.505 0.528 0.166
H -0.060 -0.015 2.294
H -0.071 -1.167 -2.265
H -0.974 1.192 1.466
*
```

Calculated values
ΔE to the lowest compared entry with this formula, charge and spin: 79.82 kcal/mol
Structure (SMILES): [H]/N=C(/N)NN

---

(3)
The following is a DFT calculation (ωB97M-V with the def2-TZVPD basis set) of an isolated molecule of C5H10FN at a distorted geometry.

```
! RIJCOSX wB97M-V def2-TZVPD def2/J DEFGRID3
* xyz 0 1
F 2.304 -0.668 -0.808
N -0.360 0.718 0.330
C 0.131 -0.695 0.503
C -2.244 -0.737 -0.333
C 1.568 -0.814 0.429
C -0.799 -0.223 -0.644
C 0.556 1.696 -0.067
H 1.991 -0.304 1.187
H 1.351 1.904 0.747
H -2.222 -0.641 0.920
H -0.013 -0.049 -1.416
H -0.215 -1.207 1.488
H 0.010 2.759 -0.305
H 1.898 -1.882 0.542
H -2.941 0.001 -0.683
H 1.371 1.698 -1.031
H -2.386 -1.557 -0.860
*
```

Calculated values
ΔE to the lowest compared entry with this formula, charge and spin: 103.77 kcal/mol
Structure (SMILES): C[C@@H]1[C@@H](CF)N1C

---

(4)
The following is a DFT calculation (ωB97M-V with the def2-TZVPD basis set) of a 2-piece molecular cluster, C2H8OS2 overall at a distorted geometry.

```
! RIJCOSX wB97M-V def2-TZVPD def2/J DEFGRID3
* xyz 0 1
S 0.346 0.365 0.020
S 2.227 0.997 0.729
O -1.571 -1.942 -1.014
C -0.472 1.988 -0.168
C -2.682 -2.633 -0.484
H -1.541 1.771 -0.162
H -2.859 -2.505 0.585
H -1.855 -1.144 -1.468
H -3.523 -2.614 -1.177
H -2.439 -3.684 -0.514
H -0.173 2.702 0.588
H 1.925 0.588 1.961
H -0.267 2.330 -1.181
*
```

Calculated values
ΔE to the lowest compared entry with this formula, charge and spin: 26.85 kcal/mol
Structure (SMILES): CSS.CO

---

(5)
The following is a DFT calculation (ωB97M-V with the def2-TZVPD basis set) of an isolated molecule of C2H3ClFNO3 at a distorted geometry.

```
! RIJCOSX wB97M-V def2-TZVPD def2/J DEFGRID3
* xyz 0 1
Cl -1.632 -2.282 0.289
F 2.456 1.605 -0.032
O -1.531 0.715 0.362
O 0.854 1.272 -1.558
O 0.722 0.659 0.768
N -0.426 -0.091 0.635
C 1.238 1.221 -0.406
C -0.283 -1.309 -0.139
H -0.288 -1.180 -1.267
H -1.764 1.176 1.222
H 0.652 -1.787 0.127
*
```

Calculated values
ΔE to the lowest compared entry with this formula, charge and spin: 12.23 kcal/mol
Structure (SMILES): O=C(F)ON(O)CCl

---

(6)
The following is a DFT calculation (ωB97M-V with the def2-TZVPD basis set) of a 2-piece molecular cluster, C4H11NS overall.

```
! RIJCOSX wB97M-V def2-TZVPD def2/J DEFGRID3
* xyz 0 1
S 0.998 -0.820 1.164
N -0.963 -1.107 -2.246
C -0.455 0.145 -1.927
C -0.390 -0.972 2.323
C -0.981 1.297 -2.331
C 1.844 0.695 1.674
H 2.199 0.567 2.694
H -0.310 -1.852 -2.412
H -0.601 0.026 2.706
H 0.448 0.111 -1.340
H -0.639 2.244 -1.934
H 1.174 1.550 1.640
H 2.654 0.815 0.962
H -1.240 -1.334 1.755
H -1.770 -1.109 -2.850
H -1.815 1.387 -3.021
H -0.154 -1.644 3.145
*
```

Calculated values
ΔE to the lowest compared entry with this formula, charge and spin: 23.01 kcal/mol
Structure (SMILES): C=CN.CSC

---

| no. | lowest unoccupied orbital energy (eV) | HOMO-LUMO gap (Eh) | E_tot (eV) |
| --- | --- | --- | --- |
| 1 | 2.691 | 0.2540 | -40766.8295 |
| 2 | 0.651 | 0.3474 | -7090.5968 |
| 3 | 1.025 | 0.3628 | -9550.1184 |
| 4 | 0.550 | 0.3452 | -25920.7714 |
| 5 | 0.545 | 0.3832 | -24991.7833 |
| 6 | 0.969 | 0.3308 | -16650.7954 |